Version i
11
Properties=species:S:1:pos:R:3:nbo_charge:R:1 method="wB97M-V/def2-TZVPD" gap_ha="0.2624 / 0.2456"
C -0.490 -0.078 1.302 -0.6471
C -1.110 0.932 0.394 -0.0333
N -0.619 1.036 -0.782 -0.0738
O -1.131 1.966 -1.644 -0.4980
S 0.773 -0.532 -2.971 -0.1278
S -2.381 1.926 0.993 0.0985
H 0.274 0.407 1.912 0.2319
H -0.018 -0.860 0.713 0.2261
H -1.237 -0.505 1.965 0.2344
H 1.697 -1.187 -2.285 0.1000
H -0.604 1.857 -2.454 0.4891

Version ii
11
Properties=species:S:1:pos:R:3:nbo_charge:R:1 method="wB97M-V/def2-TZVPD" smiles="CSC(=O)NS" gap_ha=0.3711
C -1.948 0.927 0.021 -0.7282
C 0.306 -0.594 -0.376 0.5149
H -2.377 1.499 0.834 0.2260
H -2.240 1.349 -0.957 0.2264
H -2.235 -0.123 0.087 0.2535
H 1.933 -1.779 -0.655 0.4059
H 2.638 0.037 1.611 0.1054
N 1.641 -0.962 -0.249 -0.7804
O -0.496 -1.346 -0.880 -0.6023
S -0.136 1.002 0.270 0.1759
S 2.916 -0.010 0.296 0.2029

Most stable: version ii

Version i
17
Properties=species:S:1:pos:R:3:nbo_charge:R:1 method="wB97M-V/def2-TZVPD" gap_ha=0.4419 charge=+2
C -2.853 0.762 1.220 -0.4588
C 0.509 1.371 -1.242 0.4213
C -0.862 -0.700 0.834 0.6190
C 0.139 -1.704 0.674 -0.7877
C 2.697 0.197 -1.530 -0.4760
N -1.877 -0.140 0.949 -0.1716
N 1.463 0.780 -1.280 -0.1460
H -2.774 1.396 2.224 0.3000
H -2.673 1.501 0.510 0.2470
H -0.315 2.049 -1.170 0.3071
H -3.694 0.197 1.300 0.2780
H -0.024 -2.437 1.566 0.3624
H 0.247 -1.914 -0.359 0.2972
H 1.298 -1.420 0.916 0.3136
H 2.930 -0.557 -0.717 0.2783
H 3.270 1.156 -1.555 0.3141
H 2.520 -0.536 -2.340 0.3021

Version ii
17
Properties=species:S:1:pos:R:3:nbo_charge:R:1 method="wB97M-V/def2-TZVPD" smiles="CC1=[NH+]CC=[N+]1C" gap_ha=0.3572 charge=+2
C -1.021 1.178 0.137 0.3446
C 0.108 -0.767 -0.054 0.6812
C -2.094 0.235 0.023 -0.3699
C 1.263 -1.708 0.154 -0.7389
C 1.359 1.379 -0.065 -0.4470
N -1.441 -0.989 -0.176 -0.4371
N 0.148 0.605 0.015 -0.3329
H -1.025 2.304 -0.069 0.3134
H -2.740 0.315 0.997 0.3781
H -2.640 0.742 -0.804 0.3547
H 0.882 -2.703 0.117 0.3038
H 1.939 -1.516 1.019 0.3364
H 1.880 -1.705 -0.704 0.3190
H 1.977 1.471 0.790 0.2825
H 1.302 2.351 -0.422 0.2770
H 1.938 0.740 -0.803 0.2465
H -1.836 -1.933 -0.157 0.4886

Most stable: version ii

Version i
15
Properties=species:S:1:pos:R:3:nbo_charge:R:1 method="wB97M-V/def2-TZVPD" gap_ha=0.3377 charge=+1
C 2.311 0.036 -0.528 0.2508
C 0.666 0.387 1.024 -0.1552
C -0.216 0.016 -0.079 0.1658
C -1.258 1.039 -0.609 -0.6246
C -0.745 -1.414 -0.164 -0.6157
N 1.133 0.432 -0.413 -0.4221
S 3.750 -0.093 -0.019 0.4464
H 0.479 1.298 1.546 0.2532
H 1.294 -0.447 1.538 0.2331
H -1.980 0.655 -1.299 0.2542
H -0.860 1.982 -0.768 0.2377
H -1.946 1.154 0.181 0.2359
H -1.042 -1.839 -1.149 0.2611
H -1.712 -1.239 0.416 0.2591
H 0.126 -1.967 0.322 0.2201

Version ii
15
Properties=species:S:1:pos:R:3:nbo_charge:R:1 method="wB97M-V/def2-TZVPD" gap_ha="0.1477 / 0.1477" charge=+1
C -2.766 -0.753 0.575 -0.1143
C -3.695 0.056 0.980 0.0673
C -3.759 1.040 -0.160 -0.2816
C 3.931 -0.669 -0.062 -0.8704
C 1.583 0.463 -0.194 -0.3073
N -2.483 0.402 -0.223 -0.3860
S 3.100 0.848 0.274 0.7881
H -2.475 -1.735 0.833 0.2423
H -4.479 0.718 -0.924 0.2468
H -3.596 2.087 0.135 0.2312
H 3.464 -1.644 0.383 0.2974
H 5.016 -0.669 0.251 0.3007
H 4.027 -0.682 -1.231 0.2877
H 1.435 -0.484 -0.528 0.2210
H 0.695 1.023 -0.109 0.2772

Most stable: version i